one.
C20H15AuBrN4O3S | the ωB97M-V functional and the def2-TZVPD basis

Results
Net charge = +3
Molecular weight = 668.30 g/mol
HOMO level (alpha / beta) = -17.25 / -17.25 eV
Gap between HOMO and LUMO (alpha / beta) = 4.37 / 4.37 eV

CARTESIAN COORDINATES (ANGSTROEM)
Au: -0.3108 0.1204 0.3589
Br: -3.3937 5.5018 -2.3221
S: -2.1644 -2.2425 -0.7235
O: -2.6648 -2.0048 -2.0332
O: -2.4575 -1.3467 0.3685
O: -0.8021 0.3291 3.0425
N: 1.8804 -0.4632 -0.8257
N: -1.2461 1.8884 -0.4337
N: -0.4419 -1.8536 -0.8376
N: 0.0027 0.3719 2.2932
C: 4.0152 -1.2519 -2.4516
C: 1.7526 -1.4984 -1.6243
C: 4.1464 -0.1640 -1.6170
C: -2.2487 -3.8958 -0.2618
C: -2.5765 3.8492 -0.1890
C: -2.4159 -6.5213 0.4572
C: 0.2667 -3.3479 -2.6126
C: -2.9385 -4.7692 -1.1029
C: 0.4338 -2.2297 -1.6589
C: -2.5281 4.0554 -1.5629
C: -3.0177 -6.0971 -0.7213
C: 2.7864 -1.9424 -2.4671
C: -1.9281 2.7580 0.3366
C: -1.2007 2.0927 -1.7647
C: -1.7185 -5.6322 1.2763
C: 2.5492 -3.0446 -3.3106
C: -1.6362 -4.2988 0.9292
C: 1.2980 -3.7362 -3.3822
C: -1.8245 3.1600 -2.3629
C: 3.0620 0.1952 -0.8225
H: -3.4172 -4.4126 -2.0068
H: 5.0651 0.4052 -1.5713
H: -1.2593 -5.9817 2.1912
H: -0.6929 -3.8520 -2.6687
H: -2.5072 -7.5568 0.7558
H: -0.6527 1.3746 -2.3623
H: 1.1867 -4.5674 -4.0654
H: -3.1123 4.5249 0.4627
H: 4.8329 -1.5746 -3.0877
H: -1.9628 2.5706 1.4017
H: -3.5498 -6.8010 -1.3459
H: -1.7658 3.2914 -3.4341
H: -1.1434 -3.5844 1.5785
H: 3.1367 1.0442 -0.1530
H: 3.3627 -3.3778 -3.9533

These are the natural (NBO) partial charges, in e, on atoms 1 to 6: number 1, Au, carries 1.152; number 2, Br, carries 0.258; number 3, S, carries 2.286; number 4, O, carries -0.861; number 5, O, carries -0.928; number 6, O, carries 0.091

two.
C20H15AuBrN4O3S | the ωB97M-V functional and the def2-TZVPD basis

Results
Net charge = +3
Molecular weight = 668.30 g/mol
HOMO level = -17.32 eV
Gap between HOMO and LUMO = 4.43 eV

CARTESIAN COORDINATES (ANGSTROEM)
Au: 0.9094 0.5771 -1.6195
Br: -2.7532 5.8827 -3.7460
S: 0.8671 1.0988 1.4577
O: 2.8678 1.9925 -3.0187
O: 1.7497 1.7019 0.4847
O: -0.2771 1.7938 1.9354
N: -0.4643 -1.5292 -1.8307
N: -0.2588 2.2654 -2.3579
N: 0.2143 -0.1415 0.3783
N: 2.4418 1.0023 -2.7818
C: 2.8663 -0.4575 2.3525
C: 1.3081 0.4870 4.0099
C: -0.3756 2.5553 -3.6703
C: -1.6996 -3.3266 -2.8760
C: -1.7707 -3.0255 -0.5015
C: -0.8785 3.0548 -1.4557
C: 3.5673 -1.0584 3.3760
C: -1.7489 4.4351 -3.1883
C: -1.8153 -2.6632 1.9769
C: -0.9161 -1.9217 -0.6593
C: 3.1570 -0.8823 4.6988
C: 1.7385 0.2968 2.6945
C: -1.6288 4.1431 -1.8351
C: -0.5065 -1.1534 0.5698
C: -2.1654 -3.7438 -1.6480
C: -0.8589 -2.2197 -2.9248
C: -2.1909 -3.3788 0.7944
C: 2.0401 -0.1177 5.0147
C: -0.9939 -1.6041 1.8917
C: -1.1064 3.6274 -4.1213
H: 0.4530 1.1122 4.2349
H: 4.4470 -1.6463 3.1526
H: -2.8320 -4.2516 0.9031
H: 0.1256 1.9054 -4.3775
H: 3.7304 -1.3372 5.4959
H: -2.1034 4.7581 -1.0833
H: -0.6916 -1.0577 2.7786
H: -2.1911 -2.9878 2.9388
H: 3.2085 -0.5318 1.3274
H: -1.1736 3.8292 -5.1812
H: -0.7540 2.8173 -0.4077
H: -2.8219 -4.6031 -1.5612
H: -0.4805 -1.8693 -3.8774
H: -1.9743 -3.8389 -3.7880
H: 1.7392 0.0110 6.0449

These are the natural (NBO) partial charges, in e, on atoms 1 to 6: number 1, Au, carries 1.174; number 2, Br, carries 0.258; number 3, S, carries 2.287; number 4, O, carries 0.087; number 5, O, carries -0.934; number 6, O, carries -0.861

Here is how they stack up, most stable first: two, one.

one.
C5H8N4 | the ωB97M-V functional and the def2-TZVPD basis

Results
Net charge = +2
Molecular weight = 124.15 g/mol
HOMO level = -20.18 eV
Gap between HOMO and LUMO = 9.48 eV

CARTESIAN COORDINATES (ANGSTROEM)
N: 1.5417 0.1852 -0.3445
N: 0.7145 -1.5309 0.9079
N: 0.4538 2.9039 1.7370
N: -0.7218 -0.0619 -0.1657
C: -0.5398 -1.1920 0.4592
C: 0.2791 0.8700 -0.2867
C: 0.4449 2.0615 0.9870
C: 1.7839 -0.9165 0.2982
C: -1.8874 0.3121 -0.8500
H: 2.3827 0.5513 -0.8878
H: -1.3871 -1.8995 0.7813
H: -2.8338 -0.2806 -0.5936
H: 0.0587 1.5751 -1.0674
H: -1.8249 0.0356 -1.9338
H: 2.7424 -1.4974 0.4139
H: 0.7421 -2.5244 1.3062
H: -1.9490 1.4086 -0.7613

These are the natural (NBO) partial charges, in e, on atoms 1 to 6: number 1, N, carries -0.463; number 2, N, carries -0.547; number 3, N, carries -0.134; number 4, N, carries -0.301; number 5, C, carries 0.428; number 6, C, carries 0.105

two.
C5H8N4 | the ωB97M-V functional and the def2-TZVPD basis

Results
Net charge = +2
Molecular weight = 124.15 g/mol
HOMO level = -20.58 eV
Gap between HOMO and LUMO = 10.21 eV

CARTESIAN COORDINATES (ANGSTROEM)
N: -1.7286 -2.9703 0.8167
N: -0.8486 1.6028 0.6272
N: -1.8072 0.0352 -0.6722
N: 0.4484 -0.1958 0.1387
C: -0.7154 -0.9167 -0.4710
C: -1.2279 -2.0891 0.2418
C: 0.3614 0.9273 0.7190
C: -1.8290 1.2055 -0.1879
C: 1.6321 -1.1093 0.0314
H: -0.2608 -1.2333 -1.5215
H: 1.1887 1.4904 1.2546
H: 1.9425 -1.4102 0.9764
H: 2.4707 -0.5799 -0.2642
H: 1.4082 -1.9955 -0.4386
H: -2.4908 -0.0531 -1.4319
H: -2.6524 1.7607 -0.5210
H: -0.9359 2.4958 0.9703

These are the natural (NBO) partial charges, in e, on atoms 1 to 6: number 1, N, carries -0.030; number 2, N, carries -0.531; number 3, N, carries -0.439; number 4, N, carries -0.247; number 5, C, carries 0.025; number 6, C, carries 0.116

Here is how they stack up, most stable first: two, one.

one.
C5H5N2O4S | the ωB97M-V functional and the def2-TZVPD basis

Results
Net charge = -1
Molecular weight = 189.17 g/mol
HOMO level = -4.98 eV
Gap between HOMO and LUMO = 8.64 eV

CARTESIAN COORDINATES (ANGSTROEM)
S: -0.2957 -0.7080 2.7558
O: 1.1760 -1.1784 -0.1617
O: -1.6482 -1.2052 2.8718
O: -0.4873 0.0076 0.8241
O: 0.0495 0.5257 3.3547
N: -0.0100 0.4329 -1.2812
N: 0.3107 1.2181 -3.3358
C: -0.6726 1.9596 -2.6696
C: 0.6429 0.3171 -2.4641
C: 0.3215 -0.3701 -0.0907
C: -0.9642 1.3579 -1.4729
C: 0.8542 -1.9234 2.9784
H: 1.4470 -0.3503 -2.4576
H: -1.5648 1.8540 -0.6356
H: -1.2717 2.6639 -3.2630
H: 0.3766 -2.8670 2.7008
H: 1.7360 -1.7346 2.3464

These are the natural (NBO) partial charges, in e, on atoms 1 to 6: number 1, S, carries 2.209; number 2, O, carries -0.638; number 3, O, carries -0.940; number 4, O, carries -0.725; number 5, O, carries -0.928; number 6, N, carries -0.430

two.
C5H5N2O4S | the ωB97M-V functional and the def2-TZVPD basis

Results
Net charge = -1
Molecular weight = 189.17 g/mol
HOMO level (alpha / beta) = -3.91 / -3.91 eV
Gap between HOMO and LUMO (alpha / beta) = 6.70 / 6.93 eV

CARTESIAN COORDINATES (ANGSTROEM)
S: 2.9253 -0.2925 0.0097
O: 3.0939 0.9087 -0.9046
O: -0.3658 -3.7114 0.2896
O: 3.0687 0.0434 1.4211
O: -3.2343 -0.2260 0.2729
N: -1.7397 -1.8819 -0.0613
N: -1.1607 0.4753 0.0365
C: 0.6239 1.9676 -0.2964
C: 0.2371 0.5069 -0.0516
C: -0.5642 -2.5939 0.0053
C: -2.0467 -0.5620 0.0825
C: 1.0253 -0.5232 -0.1404
H: 0.2099 2.3267 -1.2653
H: -1.5481 1.1772 0.6532
H: -2.6788 -2.4162 0.0416
H: 0.4732 2.6224 0.5566
H: 1.6809 2.1791 -0.6494

These are the natural (NBO) partial charges, in e, on atoms 1 to 6: number 1, S, carries 1.506; number 2, O, carries -1.033; number 3, O, carries -0.551; number 4, O, carries -1.016; number 5, O, carries -0.679; number 6, N, carries -0.703

Here is how they stack up, most stable first: one, two.

one.
C2H6I2N2OP | the ωB97M-V functional and the def2-TZVPD basis

Results
Net charge = +1
Molecular weight = 358.86 g/mol
HOMO level = -13.33 eV
Gap between HOMO and LUMO = 8.37 eV

CARTESIAN COORDINATES (ANGSTROEM)
I: 3.9083 0.1681 -0.5499
I: 0.2157 3.0206 0.5314
P: 0.0739 -0.9274 1.6124
O: -4.1470 -0.8663 0.3384
N: -1.9166 -0.5013 -0.2679
N: 0.1630 -0.0640 -0.9928
C: -0.6052 -0.5069 -0.0368
C: -3.0380 -0.7287 0.1286
H: 1.1715 0.0154 -0.8682
H: -0.5877 -2.1531 1.6909
H: -1.2484 2.4913 0.2637
H: 1.2762 -1.4211 1.1116
H: -0.2237 0.2848 -1.8637
H: 4.9580 1.1885 -1.0977

These are the natural (NBO) partial charges, in e, on atoms 1 to 6: number 1, I, carries -0.118; number 2, I, carries -0.060; number 3, P, carries 0.404; number 4, O, carries -0.355; number 5, N, carries -0.612; number 6, N, carries -0.664

two.
C2H6I2N2OP | the ωB97M-V functional and the def2-TZVPD basis

Results
Net charge = +1
Molecular weight = 358.86 g/mol
HOMO level = -12.94 eV
Gap between HOMO and LUMO = 8.14 eV

CARTESIAN COORDINATES (ANGSTROEM)
I: 0.1391 -4.9312 0.7743
I: -0.6369 -2.9409 -2.0259
P: 0.1310 0.1917 -1.8342
O: 0.2318 -2.1222 1.9457
N: -1.0305 -0.1466 0.6286
N: 0.0802 -2.0538 -0.2877
C: 0.1453 -2.7390 0.9360
C: 0.1787 -0.6782 -0.1515
H: -1.1889 0.7864 0.3488
H: 1.3896 -0.5939 -2.1589
H: 0.9237 1.1865 -1.3052
H: 0.9633 -0.4988 0.6352
H: -0.8484 -0.5032 1.6429
H: -1.7835 -0.7614 0.2644

These are the natural (NBO) partial charges, in e, on atoms 1 to 6: number 1, I, carries 0.169; number 2, I, carries 0.463; number 3, P, carries 0.302; number 4, O, carries -0.596; number 5, N, carries -0.737; number 6, N, carries -0.694

Here is how they stack up, most stable first: one, two.